(1)
Formula: C27H28AsBiGeN2S3Se
Source: the OMol25 dataset
Level of theory: the ωB97M-V functional and the def2-TZVPD basis

```
64
Properties=species:S:1:pos:R:3:forces:R:3
Bi 3.661071 1.428845 0.245302 0.0 0.0 0.0
Se 0.193499 -1.933155 1.026575 0.0 -0.1 0.0
As 0.495815 1.746475 -0.155135 0.0 0.0 0.1
Ge -1.493716 -4.722682 0.767862 0.0 0.0 0.0
S 6.115381 1.022265 -0.334809 0.0 0.0 0.0
S 3.148977 2.995552 -1.679983 0.0 -0.1 0.0
S 3.255413 -0.757066 -0.921338 0.0 0.0 0.0
N 8.123169 -0.876734 -2.719436 0.1 0.0 0.0
N 4.781015 -2.983218 -3.346368 0.0 0.0 0.0
C -2.177920 1.414512 1.032996 0.0 0.0 0.0
C -3.073173 1.370838 2.095461 0.0 0.0 0.0
C -0.001168 4.604922 0.353115 0.0 0.0 0.0
C -1.187506 -5.048661 2.670265 0.0 0.0 0.0
C 7.141736 -0.627180 -2.177200 -0.1 0.0 0.0
C 5.940288 -0.298955 -1.465409 0.0 0.0 0.0
C -1.303817 1.936596 3.617602 0.0 0.0 0.0
C 2.335328 5.462388 -0.862446 0.0 0.0 0.0
C -0.960362 0.238203 -2.114308 0.0 0.0 0.0
C 1.466612 6.385283 -0.303144 0.0 0.0 0.0
C 2.036964 4.100692 -0.829857 0.0 0.0 0.0
C -1.637281 2.381268 -3.738351 0.0 0.0 0.0
C -0.840598 1.717847 1.258922 0.0 0.0 0.0
C -2.639782 1.635178 3.386978 0.0 0.0 0.0
C -0.425115 -1.518145 2.817706 0.0 0.1 0.0
C -1.698116 0.026208 -3.268804 0.0 0.0 0.0
C 4.814296 -2.094779 -2.618706 0.0 0.0 0.1
C -1.452040 -2.787436 0.404225 0.0 0.0 0.0
C -0.080687 -5.546912 -0.294931 0.0 0.0 0.0
C -2.037213 1.098567 -4.082681 0.0 0.0 0.0
C -3.248301 -5.415781 0.241580 0.0 0.0 0.0
C 0.295032 5.958941 0.305325 0.0 0.0 0.0
C -0.409095 1.969155 2.558514 0.0 0.0 0.0
C -0.905203 2.597818 -2.578134 0.0 0.0 0.0
C 4.811862 -1.005465 -1.686504 0.0 0.0 0.0
C -0.572179 1.526636 -1.757299 0.1 0.0 -0.1
C 0.857524 3.665001 -0.211190 0.0 0.0 0.0
H -1.891945 3.218792 -4.374558 0.0 0.0 0.0
H 3.252240 5.788817 -1.335015 0.0 0.0 0.0
H 0.634528 2.199441 2.749731 0.0 0.0 0.0
H -4.112914 1.133735 1.909955 0.0 0.0 0.0
H -0.208386 -4.672700 2.967506 0.0 0.0 0.0
H -0.299846 -5.467326 -1.359926 0.0 0.0 0.0
H -0.671396 -2.428125 3.357844 0.0 0.0 0.0
H 0.872786 -5.055658 -0.100313 0.0 0.0 0.0
H -0.596628 3.602520 -2.318568 0.0 0.0 0.0
H -1.285773 -0.853724 2.766238 0.0 0.0 0.0
H 0.021976 -6.603363 -0.046392 0.0 0.0 0.0
H -0.957739 2.140450 4.622533 0.0 0.0 0.0
H -2.290228 -2.249952 0.850776 0.0 0.0 0.0
H -1.996869 -0.978212 -3.540232 0.0 0.0 0.0
H -2.605171 0.932651 -4.988605 0.0 0.0 0.0
H -3.425894 -5.250650 -0.821315 0.0 0.0 0.0
H -3.310322 -6.487255 0.433256 0.0 0.0 0.0
H 0.389723 -1.006319 3.325733 0.0 0.0 0.0
H -0.915702 4.273895 0.829159 0.0 0.0 0.0
H -1.951062 -4.569545 3.283645 0.0 0.0 0.0
H 1.709159 7.439211 -0.341264 0.0 0.0 0.0
H -4.043630 -4.923796 0.802259 0.0 0.0 0.0
H -0.385602 6.676701 0.743349 0.0 0.0 0.0
H -1.505073 -2.627171 -0.673733 0.0 0.0 0.0
H -0.675720 -0.598216 -1.487280 0.0 0.0 0.0
H -2.526873 1.212902 0.027462 0.0 0.0 0.0
H -1.214820 -6.120228 2.869794 0.0 0.0 0.0
H -3.339517 1.606091 4.211583 0.0 0.0 0.0
```
Forces are in eV/Å.

* total charge: 0
* highest occupied orbital energy: -8.16 eV
* largest force on an atom: 0.13 eV/Å
* orbital gap: 7.64 eV
* lowest unoccupied orbital energy: -0.5 eV

(2)
Formula: C4H8IN2
Source: the OMol25 dataset
Level of theory: the ωB97M-V functional and the def2-TZVPD basis

```
15
Properties=species:S:1:pos:R:3:forces:R:3
I -1.200118 2.749232 1.981256 -0.2 0.1 0.0
N 1.365558 1.673003 1.005326 -0.8 1.7 3.3
N -0.466584 0.455688 -0.013891 1.9 -1.0 1.6
C -1.115476 -0.830820 0.221999 -0.8 -0.9 1.3
C 0.790431 0.316831 -0.784367 1.1 -1.5 -1.5
C 1.733731 1.326881 -0.101181 -1.0 -2.7 -2.4
C 0.126606 1.237626 1.433458 0.4 -2.8 2.1
H 2.641216 1.593488 -0.526703 1.6 0.5 -0.7
H -2.102996 -0.722231 0.711083 0.7 0.2 0.1
H 1.163644 -0.808373 -0.776706 -0.5 2.3 0.6
H 0.701612 0.473649 -1.893709 -0.4 0.3 1.1
H -0.461641 -1.527906 0.780069 -0.3 0.7 0.0
H -1.322381 -1.318616 -0.692837 -0.1 -0.3 -1.3
H -1.088772 1.060539 -0.494916 -0.8 1.0 -0.3
H 0.319391 0.386099 2.531692 -0.9 2.3 -3.9
```
Forces are in eV/Å.

* total charge: +1
* highest occupied orbital energy: -13.97 eV
* largest force on an atom: 4.63 eV/Å
* orbital gap: 10.09 eV
* lowest unoccupied orbital energy: -3.9 eV

(3)
Formula: CH12NO4
Source: the OMol25 dataset
Level of theory: the ωB97M-V functional and the def2-TZVPD basis

```
18
Properties=species:S:1:pos:R:3:forces:R:3
O 2.176440 0.504942 -2.761442 0.5 2.8 -2.8
O -0.011819 0.623390 -0.756890 1.5 -1.0 -1.8
O 1.088503 -1.624943 1.641772 -1.1 0.7 0.7
O -1.759712 -1.826515 -1.540364 -0.4 0.2 0.8
N -0.959499 1.661346 1.414119 0.7 -1.3 1.5
C -0.878255 0.938279 2.504220 1.1 1.9 -1.0
H -2.696742 -1.646691 -1.405377 -0.4 0.4 -0.8
H -0.779306 1.458548 3.468348 -0.8 -0.4 -0.3
H 2.576218 1.458582 -2.733644 -0.9 -2.5 0.2
H 1.990411 0.464389 -3.782848 0.3 -0.3 2.9
H 1.058928 -2.358762 1.049131 0.2 -0.8 -0.6
H -0.576973 1.130756 0.566004 -0.5 0.7 -0.5
H -1.076298 2.708084 1.339910 0.2 -1.6 0.6
H -1.666244 -2.350371 -0.740136 0.8 -0.5 0.1
H 1.990340 -1.346511 1.702002 0.9 0.1 0.0
H -0.634982 -0.150686 2.456692 -0.3 0.9 -0.3
H -0.625168 -0.079805 -1.029710 -0.2 -0.1 -0.1
H 0.784157 0.435969 -1.391786 -1.4 0.8 1.4
```
Forces are in eV/Å.

* total charge: +1
* highest occupied orbital energy: -14.98 eV
* largest force on an atom: 4.00 eV/Å
* orbital gap: 10.28 eV
* lowest unoccupied orbital energy: -4.7 eV

(4)
Formula: C4H13N3O
Source: the OMol25 dataset
Level of theory: the ωB97M-V functional and the def2-TZVPD basis

```
21
Properties=species:S:1:pos:R:3:forces:R:3
O 0.065399 -2.144898 -1.142795 0.3 0.6 0.2
N -1.449300 0.242093 1.162006 1.3 0.3 -0.8
N 1.180597 -0.118680 1.440565 0.5 0.6 -0.1
N 0.706011 0.639687 0.330579 0.7 -0.5 -0.3
C -0.874150 -2.861351 -0.358851 0.0 0.1 0.0
C 1.630631 1.526905 -0.370555 -0.2 0.2 0.0
C -1.321409 1.702395 -0.744042 0.6 -0.1 -0.2
C -0.675056 0.823126 0.297585 -1.5 -0.8 1.4
H -0.454390 -3.034336 0.635206 -0.2 -0.1 0.1
H 2.054848 -0.595639 1.203960 -0.5 0.2 -0.2
H -2.333095 1.342975 -0.955703 0.3 0.0 0.3
H 1.441174 2.570915 -0.100330 0.1 0.0 -0.1
H 0.241293 -1.323029 -0.644790 0.0 -0.4 -0.5
H -0.790787 -0.292502 1.751755 -0.8 0.1 0.1
H 1.397600 0.509766 2.220039 -0.1 -0.1 -0.2
H 2.670720 1.295948 -0.114761 -0.4 -0.1 0.0
H 1.525795 1.410400 -1.453231 0.0 0.1 0.1
H -1.379787 2.725233 -0.363259 0.0 0.0 -0.1
H -1.801764 -2.289315 -0.280394 -0.1 -0.2 0.2
H -1.081176 -3.821639 -0.836535 0.1 0.1 0.0
H -0.753155 1.691945 -1.676450 -0.1 0.2 0.0
```
Forces are in eV/Å.

* total charge: 0
* highest occupied orbital energy: -8.81 eV
* largest force on an atom: 2.24 eV/Å
* orbital gap: 9.43 eV
* lowest unoccupied orbital energy: 0.6 eV

(5)
Formula: C17H13Cl4O5SZn
Source: the OMol25 dataset
Level of theory: the ωB97M-V functional and the def2-TZVPD basis

```
41
Properties=species:S:1:pos:R:3:forces:R:3
Zn -0.407950 -0.364159 -1.070873 -0.2 0.0 0.1
Cl 3.643755 -0.468079 1.698706 0.0 0.0 0.0
Cl 0.635262 2.249806 -1.364546 0.1 0.1 0.0
Cl -4.809630 2.496625 -1.658055 0.0 0.0 0.0
Cl 5.703767 -4.489600 -1.253783 -0.1 0.1 0.0
S -2.170866 0.763796 -2.114173 0.1 0.1 0.0
O -2.312374 -2.794627 1.499359 -0.1 0.0 0.0
O 0.454865 -1.343162 -2.767023 -0.1 -0.2 0.0
O -1.126478 -1.977247 -0.211146 -0.2 -0.1 0.1
O -0.744829 0.389852 1.010042 0.0 0.0 0.1
O 1.522871 -0.483905 -0.309194 0.0 0.1 -0.1
C -1.309690 -0.669087 1.823580 0.1 0.0 0.0
C -2.014488 5.067779 -0.499022 -0.1 0.0 0.0
C -1.647461 -1.920658 0.959100 0.3 0.0 -0.2
C -0.842736 4.356884 -0.676019 0.1 0.0 0.0
C 2.393245 -2.235527 -1.681297 -0.1 0.0 0.0
C 3.401076 -3.194956 -1.880512 -0.1 0.0 -0.1
C -2.082883 2.388347 -1.486295 -0.1 0.0 0.0
C 2.410904 -1.352057 -0.557993 0.0 0.0 0.0
C -0.891051 3.061714 -1.162531 0.0 0.0 0.0
C -2.559442 -0.112973 2.474966 -0.1 0.0 0.0
C -3.244583 3.165857 -1.294429 0.1 0.0 0.0
C -3.219844 4.464108 -0.815931 -0.1 0.0 0.0
C 3.543954 -1.511962 0.312720 -0.1 0.0 0.0
C -0.272078 -1.106111 2.850339 0.0 0.0 0.0
C 4.444286 -3.299449 -1.010006 0.1 0.0 0.1
C 1.362552 -2.162692 -2.689133 0.1 0.2 0.0
C 4.517696 -2.444896 0.100369 0.1 -0.1 0.0
H -4.155211 4.993628 -0.691597 0.0 0.0 0.0
H 5.346267 -2.528886 0.790540 0.0 0.0 0.0
H 3.342279 -3.849526 -2.743089 0.0 0.0 0.0
H -3.127609 -0.926077 2.922530 0.0 0.0 0.0
H 0.118137 4.797721 -0.442605 0.0 0.0 0.0
H -0.683920 -1.910617 3.458728 0.0 0.0 0.0
H -1.990986 6.080592 -0.118351 0.0 0.0 0.0
H -0.005800 -0.267881 3.502211 0.0 0.0 0.0
H 0.174887 0.525033 1.271016 0.1 -0.1 -0.1
H 0.630487 -1.468020 2.351424 0.0 0.0 0.0
H -3.176329 0.378177 1.720234 0.0 0.0 0.0
H 1.444563 -2.918739 -3.488987 0.0 0.0 0.0
H -2.294602 0.620970 3.240730 0.0 0.0 0.0
```
Forces are in eV/Å.

* total charge: -1
* highest occupied orbital energy: -4.99 eV
* largest force on an atom: 0.34 eV/Å
* orbital gap: 7.30 eV
* lowest unoccupied orbital energy: 2.3 eV

(6)
Formula: C19H28F3I2NO9S
Source: the OMol25 dataset
Level of theory: the ωB97M-V functional and the def2-TZVPD basis

```
63
Properties=species:S:1:pos:R:3:forces:R:3
I -2.200583 -1.467698 1.519828 -0.2 -0.1 -1.8
I -2.219282 -1.389115 -3.766857 0.6 0.4 1.7
S -0.773345 1.653021 -0.912765 -0.7 4.8 8.1
F -0.484860 2.857642 -3.469395 -3.9 -1.3 3.4
F -1.927876 3.904285 -1.886205 1.5 -4.8 -1.9
F -2.744033 1.927364 -2.939245 4.5 2.1 1.4
O 0.222495 0.063915 -2.688392 2.6 1.6 1.3
O 2.246971 1.218626 -3.546251 -4.3 -5.3 7.1
O 0.394571 2.551477 -0.444752 -3.1 -3.5 -2.9
O 1.399662 -1.353678 -7.379690 1.7 2.6 8.5
O 2.044510 0.040994 -1.268078 -0.9 0.2 -3.4
O 2.793296 -1.203947 -5.296404 -3.5 0.0 -1.4
O -1.910279 1.765927 0.176114 3.5 -1.3 -4.7
O -1.102902 -0.425785 4.169615 -0.5 1.8 0.3
O -0.850873 1.779140 4.484744 0.2 -0.7 -0.4
N 3.390396 0.843113 2.738225 0.2 0.6 -0.7
C 2.886504 -2.607964 -3.074615 0.1 -0.9 -0.8
C 1.006463 -0.836617 -0.632842 0.5 -0.5 1.4
C -3.107565 0.811872 4.468826 -0.5 0.0 -0.6
C -0.296750 -0.131830 -1.289500 -0.9 -2.6 -3.7
C 1.624600 0.509541 -2.601019 1.5 2.1 -2.3
C 1.362732 -0.854180 0.938422 -0.3 -0.2 1.3
C -1.504639 2.560067 -2.430230 -1.6 3.1 -2.5
C -2.548631 -1.657835 -0.626149 1.3 1.0 -3.9
C 1.390872 -2.893469 -2.473642 -0.3 -1.0 -0.7
C -1.621296 0.676606 4.333349 0.6 -0.9 0.1
C -1.348688 3.128794 4.469793 -0.2 0.2 0.2
C 2.329584 1.482917 1.873635 -1.6 0.1 0.6
C 1.600077 -0.901200 -6.123556 -0.5 -1.8 -5.7
C 1.127640 -2.481338 -0.931719 0.8 0.0 -0.5
C -3.894651 -2.479335 -1.127687 -0.2 0.0 1.2
C 2.714623 -2.557219 -4.727803 0.1 -1.7 -0.6
C 1.040544 0.416157 1.869989 1.0 0.3 1.3
C -1.648958 -1.053646 -1.638825 -2.0 -1.1 3.8
C -1.807882 3.551121 5.852136 -0.1 -0.1 0.2
H 1.923977 2.439700 2.425297 0.9 -1.8 -1.2
H 2.527718 -1.094879 1.043822 -2.5 0.6 -0.5
H -2.125908 3.256637 3.711027 0.0 -0.1 0.1
H -3.582965 0.046311 3.844916 0.2 0.1 0.3
H 3.596492 -3.547081 -2.875019 -1.6 2.0 -0.3
H -3.655528 -3.337902 -1.895866 -0.3 2.0 1.4
H -4.393321 -3.017218 -0.194851 1.2 1.3 -1.9
H 4.201055 0.474056 2.194869 -0.9 0.9 0.9
H 0.827473 -1.808178 1.417145 1.1 2.1 -1.2
H 2.084682 -2.812993 -0.299172 -2.0 0.8 -1.5
H 1.672584 -3.018847 -5.084653 2.2 0.8 1.1
H 2.672253 1.793506 0.800551 -0.6 -0.7 2.0
H 3.676702 1.440711 3.542677 -0.1 -0.7 -1.3
H -2.129652 4.596425 5.849115 0.1 -0.1 0.0
H -3.495062 1.767508 4.118726 0.1 0.0 0.2
H 3.445338 -1.683042 -2.628884 -1.3 -1.6 -1.1
H 1.028071 0.017756 2.998386 0.0 0.8 -2.6
H -3.393779 0.651589 5.510619 0.1 0.0 -0.1
H 1.234656 -4.075467 -2.549100 0.3 2.5 0.2
H 0.006611 0.943695 1.740336 2.0 -1.1 -0.2
H 3.535514 -3.218253 -5.286744 -1.6 1.5 1.4
H 0.617697 -2.446028 -3.263425 1.5 -0.8 2.1
H -4.699267 -1.703773 -1.543551 2.0 -1.7 0.7
H 0.761519 -0.160091 -5.708024 2.2 -1.5 -0.4
H -0.996450 3.433542 6.577513 -0.1 0.1 -0.2
H 0.227087 -3.083904 -0.431229 1.7 1.7 -1.3
H -0.511086 3.763889 4.162102 0.0 -0.4 0.0
H -2.638859 2.934605 6.204360 0.0 0.1 -0.1
```
Forces are in eV/Å.

* total charge: 0
* highest occupied orbital energy: -8.93 eV
* largest force on an atom: 9.85 eV/Å
* orbital gap: 7.82 eV
* lowest unoccupied orbital energy: -1.1 eV